[1]
{
  "formula": "CH27O16",
  "method": "ωB97M-V/def2-TZVPD",
  "e_homo_ev": -7.40,
  "e_lumo_ev": 2.5624,
  "relative_energy_kj_mol": 49.3,
  "total_charge": -1,
  "elements": ["C", "O", "O", "O", "H", "O", "H", "H", "O", "H", "H", "O", "H", "H", "O", "H", "H", "O", "H", "H", "O", "H", "H", "O", "H", "H", "O", "H", "H", "O", "H", "H", "O", "H", "H", "O", "H", "H", "O", "H", "H", "O", "H", "H"],
  "coordinates": [[0.078, 0.271, 0.005], [-0.917, 0.642, 0.691], [-0.023, -0.830, -0.815], [1.153, 0.953, -0.084], [-0.911, -1.092, -0.879], [-2.417, -1.914, -0.024], [-2.486, -2.890, -0.095], [-3.015, -1.756, 0.700], [-0.783, -1.492, 2.448], [0.017, -1.008, 2.599], [-1.358, -0.800, 2.165], [1.941, 3.253, 0.653], [2.754, 3.078, 1.091], [1.715, 2.405, 0.388], [-0.642, 3.021, 1.491], [-0.771, 2.256, 0.952], [0.256, 3.286, 1.399], [3.439, -0.258, 0.598], [3.038, -1.102, 0.973], [2.633, 0.182, 0.283], [-1.654, -1.113, -3.336], [-0.721, -0.812, -3.409], [-2.043, -0.277, -3.041], [3.550, 1.915, -1.884], [3.538, 0.956, -1.898], [3.852, 2.233, -1.059], [0.079, -3.503, 0.972], [-0.501, -2.837, 1.382], [-0.262, -3.661, 0.091], [-3.303, 0.314, -1.025], [-3.048, -0.628, -0.847], [-2.473, 0.778, -1.112], [-3.179, 0.084, 1.916], [-2.577, 0.408, 1.273], [-4.007, 0.527, 1.749], [1.247, 0.300, 2.772], [1.366, 1.040, 3.345], [0.934, 0.750, 1.998], [1.132, -2.977, -2.454], [1.713, -3.546, -1.971], [1.188, -2.128, -2.013], [0.647, 2.060, -2.322], [0.990, 1.535, -1.607], [-0.156, 2.392, -2.039]],
  "atomic_forces_ev_per_a": [[-0.836, 0.875, -0.608], [1.094, -1.355, -1.438], [2.919, 1.952, 0.694], [-0.983, -2.244, 0.474], [-2.200, -0.893, 0.249], [-0.179, -2.182, -0.370], [0.322, 0.735, -0.382], [-0.319, 0.856, 1.052], [-0.457, -1.375, 0.407], [1.153, 0.370, 0.527], [-0.916, 0.607, -0.212], [0.710, 3.288, 0.741], [1.205, 0.242, 0.812], [-1.306, -2.821, -1.316], [-1.387, 1.527, 1.271], [-0.049, -0.954, -0.339], [1.191, 0.442, -0.295], [-0.484, -1.943, 0.600], [0.951, 1.575, -0.540], [-0.057, 0.188, -0.103], [1.010, 0.924, 0.116], [-0.553, -0.672, -0.083], [-0.537, -0.260, -0.044], [-0.386, -0.092, -1.904], [0.174, -0.028, 0.508], [0.426, 0.041, 1.383], [0.094, -0.686, -0.117], [0.222, 0.364, 0.174], [0.102, 0.090, -0.214], [-0.433, -0.621, -0.424], [-0.260, 1.029, -0.346], [0.334, 0.282, 0.234], [-1.244, -1.056, 1.441], [1.052, 0.789, -1.231], [-0.244, 0.195, -0.124], [0.369, -0.662, 0.236], [0.162, 0.583, 1.057], [-0.324, 0.375, -1.015], [-0.478, 0.112, -0.692], [0.540, -0.455, 0.480], [-0.118, 0.308, 0.327], [1.647, -0.441, -2.511], [0.528, -0.165, 0.550], [-2.456, 1.157, 0.976]]
}

[2]
{
  "formula": "CH28O17",
  "method": "ωB97M-V/def2-TZVPD",
  "e_homo_ev": -3.49,
  "e_lumo_ev": 4.8602,
  "relative_energy_kj_mol": 43.1,
  "total_charge": -2,
  "elements": ["C", "O", "O", "O", "O", "H", "H", "O", "H", "H", "O", "H", "H", "O", "H", "H", "O", "H", "H", "O", "H", "H", "O", "H", "H", "O", "H", "H", "O", "H", "H", "O", "H", "H", "O", "H", "H", "O", "H", "H", "O", "H", "H", "O", "H", "H"],
  "coordinates": [[-0.088, 0.008, -0.209], [0.171, -0.960, 0.806], [-0.865, 0.956, 0.049], [0.542, -0.214, -1.280], [0.604, 2.180, 1.842], [0.959, 3.038, 1.539], [0.051, 1.821, 1.140], [0.864, -2.117, -3.055], [0.208, -2.775, -2.880], [0.727, -1.434, -2.370], [0.359, -3.380, 3.293], [0.716, -3.367, 2.378], [-0.287, -2.698, 3.347], [1.275, -0.067, 2.927], [1.128, 0.876, 2.776], [0.793, -0.441, 2.148], [-0.295, 1.396, -3.162], [-1.131, 1.023, -3.455], [0.016, 0.741, -2.560], [1.476, 2.541, -0.942], [2.213, 2.363, -0.376], [0.892, 1.763, -1.053], [-2.373, 1.321, 2.366], [-1.777, 1.276, 1.633], [-3.123, 1.694, 1.920], [-1.384, 3.434, -0.665], [-1.243, 4.074, 0.056], [-1.124, 2.576, -0.314], [2.936, -0.603, 0.085], [3.262, 0.260, 0.250], [1.976, -0.537, 0.057], [1.254, -3.197, 0.587], [0.822, -2.352, 0.618], [0.900, -3.625, -0.174], [2.499, 0.356, -2.898], [2.444, 1.302, -2.969], [1.932, 0.185, -2.179], [-1.625, -1.296, 2.574], [-1.974, -0.426, 2.663], [-1.032, -1.199, 1.778], [-2.805, 0.432, -1.616], [-1.965, 0.612, -1.162], [-3.174, 1.300, -1.882], [-1.462, -2.605, -0.754], [-2.340, -2.357, -0.508], [-0.963, -1.868, -0.357]],
  "atomic_forces_ev_per_a": [[2.081, -4.578, 3.059], [-1.626, 3.565, -3.761], [-0.093, 0.179, -0.115], [-1.300, 1.168, 0.797], [0.645, 1.995, 0.503], [-0.433, -0.829, -0.042], [-0.020, 0.024, -0.310], [0.540, 0.258, -0.467], [-0.707, -0.480, 0.336], [0.068, -0.556, -0.270], [1.145, -1.405, -0.186], [-0.301, 0.031, 0.488], [-0.882, 1.168, -0.156], [0.079, -0.033, 0.298], [0.216, -0.259, 0.290], [0.613, 0.035, 0.845], [-0.908, 1.402, -1.493], [-0.083, 0.053, -0.005], [0.598, -1.086, 0.812], [-0.692, 0.812, -0.799], [0.330, -0.838, 0.410], [0.856, 0.552, 0.158], [-0.663, 0.552, 0.986], [1.204, -0.418, -0.859], [-0.918, 0.214, -0.057], [-0.560, 1.413, 0.382], [-0.030, -0.549, -0.481], [0.168, -0.256, -0.188], [0.341, -1.133, -0.291], [0.334, 1.154, 0.323], [0.205, -0.284, 0.227], [1.403, -1.773, 0.740], [-0.376, 1.388, -0.105], [-0.444, -0.490, -0.775], [1.766, 0.234, -1.722], [-0.071, 0.672, -0.209], [-0.705, -0.692, 1.402], [0.103, -1.491, -0.446], [-0.569, 1.018, 0.441], [-0.245, -0.194, 0.772], [-1.112, 0.362, -0.782], [-0.364, 0.436, -0.030], [0.659, -0.710, 0.411], [0.582, 0.060, -0.352], [-1.090, 0.023, 0.136], [0.258, -0.716, 0.084]]
}

[3]
{
  "formula": "CH29O17",
  "method": "ωB97M-V/def2-TZVPD",
  "e_homo_ev": -6.94,
  "e_lumo_ev": 1.5619,
  "relative_energy_kj_mol": 192.8,
  "total_charge": -1,
  "elements": ["C", "O", "O", "O", "H", "O", "H", "H", "O", "H", "H", "O", "H", "H", "O", "H", "H", "O", "H", "H", "O", "H", "H", "O", "H", "H", "O", "H", "H", "O", "H", "H", "O", "H", "H", "O", "H", "H", "O", "H", "H", "O", "H", "H", "O", "H", "H"],
  "coordinates": [[-0.055, -0.203, -0.020], [0.550, -0.473, 1.021], [0.701, 0.075, -1.130], [-1.271, -0.281, -0.159], [1.597, 0.212, -0.832], [-3.906, -0.510, -0.903], [-3.183, -0.375, -0.306], [-4.638, -0.106, -0.358], [-1.862, -2.862, -0.379], [-1.565, -1.961, -0.149], [-1.117, -3.450, -0.457], [-1.013, 0.906, -3.054], [-0.860, 0.613, -2.167], [-0.629, 1.814, -2.945], [-1.017, 2.242, 1.781], [-0.640, 1.982, 0.954], [-0.517, 3.063, 2.005], [2.520, -0.841, 2.717], [2.222, -1.011, 3.585], [1.860, -0.569, 2.096], [2.339, -0.298, -3.708], [2.331, -0.404, -4.705], [2.066, 0.615, -3.511], [0.126, -2.578, 2.203], [0.817, -2.391, 2.789], [0.276, -1.862, 1.548], [-3.347, 0.838, 1.790], [-3.080, -0.063, 2.005], [-2.589, 1.441, 1.688], [3.570, -2.045, 0.368], [3.601, -1.360, -0.274], [3.305, -1.740, 1.222], [3.340, 0.675, -0.832], [3.093, 1.544, -1.007], [3.700, 0.639, 0.065], [0.079, 2.959, -0.466], [0.568, 2.705, 0.300], [0.356, 3.802, -0.891], [-0.277, -0.052, 3.779], [-0.472, 0.018, 2.831], [0.361, 0.661, 3.982], [-3.089, 2.316, -0.947], [-3.310, 2.424, -0.036], [-3.185, 1.407, -0.981], [0.558, -2.583, -3.147], [0.576, -3.122, -2.336], [1.110, -1.814, -3.028]],
  "atomic_forces_ev_per_a": [[-0.182, -0.702, -1.505], [1.637, 1.384, 1.040], [-0.969, 0.166, 0.374], [-0.504, 0.887, -0.500], [0.820, -0.294, 0.103], [-2.330, 0.873, 0.530], [1.187, -0.253, 0.434], [0.895, -0.719, -0.977], [-0.701, -0.141, -0.024], [0.023, -0.578, -0.247], [0.417, 0.097, 0.241], [0.574, 2.109, -0.913], [-0.194, -0.955, 0.841], [-0.744, -0.995, -0.447], [0.744, 1.297, 1.602], [-0.576, -0.577, -0.861], [-0.967, -0.887, -0.086], [2.918, -0.026, -0.463], [-1.047, -0.037, 1.003], [-1.602, 0.315, -0.382], [0.272, 0.114, -1.570], [-0.177, 0.381, 1.893], [-0.168, -0.614, -0.341], [-1.440, -1.146, -1.227], [1.452, 0.098, 1.573], [-0.488, -0.560, 0.330], [-0.906, 0.330, -0.082], [0.535, 0.390, -0.080], [0.037, -0.888, 0.434], [0.731, -1.796, -0.455], [-0.230, 0.834, -0.551], [-0.421, 0.658, 0.889], [0.865, -2.284, 0.651], [-0.481, 2.453, -0.381], [-0.075, 0.201, -0.068], [-0.423, 0.915, -2.027], [1.458, 0.635, 0.256], [0.027, -1.009, 1.026], [0.516, 0.524, 0.642], [0.279, -0.024, 0.098], [-0.711, -0.471, -0.433], [0.359, 2.895, -0.267], [-0.252, 0.717, 1.109], [-0.173, -3.333, -1.100], [-0.399, -1.183, 0.047], [0.119, 0.715, -0.488], [0.292, 0.487, 0.357]]
}

[4]
{
  "formula": "CH2AlLiO",
  "method": "ωB97M-V/def2-TZVPD",
  "multiplicity": 2,
  "e_homo_ev": [-12.85, -14.59],
  "e_lumo_ev": [-5.5172, -6.0876],
  "relative_energy_kj_mol": 0.0,
  "total_charge": 1,
  "elements": ["C", "O", "H", "Al", "Li", "H"],
  "coordinates": [[-0.473, -0.384, 0.060], [0.448, -1.033, -0.434], [-1.499, -0.510, 0.405], [0.721, 0.560, 1.520], [1.180, 0.686, -0.974], [-0.377, 0.681, -0.577]],
  "atomic_forces_ev_per_a": [[-1.425, 4.560, -1.021], [2.548, -3.121, -0.479], [-0.145, -0.962, -0.374], [0.393, 0.199, 1.305], [0.693, -0.646, -1.087], [-2.065, -0.030, 1.656]]
}

[5]
{
  "formula": "CH2BF3O2",
  "method": "ωB97M-V/def2-TZVPD",
  "e_homo_ev": -11.66,
  "e_lumo_ev": -0.3582,
  "relative_energy_kj_mol": 72.8,
  "elements": ["B", "C", "O", "O", "F", "F", "F", "H", "H"],
  "coordinates": [[1.023, -0.476, 0.740], [-1.933, 1.065, -2.425], [0.943, 0.800, 1.021], [0.467, -1.343, 1.622], [-1.035, 2.016, -2.128], [-1.754, 0.083, -1.504], [1.640, -0.976, -0.322], [0.451, 0.999, 1.783], [0.199, -2.169, 1.214]],
  "atomic_forces_ev_per_a": [[-0.165, -1.806, 0.366], [1.175, -0.105, 1.371], [1.352, 2.100, -1.673], [-0.770, -0.672, 0.384], [-1.219, -1.718, -0.089], [0.067, 1.812, -1.261], [0.266, 0.346, -0.700], [-0.943, 0.300, 1.470], [0.239, -0.258, 0.132]]
}

[6]
{
  "formula": "CH2BNS",
  "method": "ωB97M-V/def2-TZVPD",
  "e_homo_ev": -9.57,
  "e_lumo_ev": 0.1800,
  "smiles": "BN=C=S",
  "elements": ["B", "N", "C", "S", "H", "H"],
  "coordinates": [[-0.132, 0.957, 0.321], [0.730, 0.051, -0.415], [0.370, -1.109, -0.499], [-0.056, -2.595, -0.600], [-1.027, 1.479, -0.259], [0.115, 1.217, 1.452]],
  "atomic_forces_ev_per_a": [[0.464, 0.604, -0.271], [-1.153, -0.983, 0.498], [0.894, 1.153, -0.185], [-0.153, -0.638, -0.099], [-0.086, -0.049, -0.001], [0.033, -0.087, 0.057]]
}

[7]
{
  "formula": "CH2Br2",
  "method": "ωB97M-V/def2-TZVPD",
  "e_homo_ev": [-10.54, -9.07],
  "e_lumo_ev": [-0.9390, -3.1558],
  "relative_energy_kj_mol": 278.9,
  "elements": ["C", "Br", "Br", "H", "H"],
  "coordinates": [[0.452, -0.056, -0.025], [2.109, 0.083, 0.746], [3.476, -0.120, 3.512], [-0.132, -1.045, 0.140], [-0.224, 0.815, -0.169]],
  "atomic_forces_ev_per_a": [[-2.243, -1.385, 0.567], [-0.058, 0.048, -0.114], [-0.230, 0.047, -0.232], [1.453, 1.716, -0.398], [1.078, -0.427, 0.178]]
}

[8]
{
  "formula": "CH2Br2S",
  "method": "ωB97M-V/def2-TZVPD",
  "e_homo_ev": -9.62,
  "e_lumo_ev": -0.7142,
  "relative_energy_kj_mol": 101.3,
  "elements": ["C", "S", "Br", "Br", "H", "H"],
  "coordinates": [[-0.319, 0.044, -0.483], [1.690, -0.522, 0.334], [-0.836, 1.752, 0.116], [-1.613, -1.339, 0.110], [-0.247, -0.129, -1.611], [1.325, 0.193, 1.533]],
  "atomic_forces_ev_per_a": [[1.876, -2.417, -0.130], [-3.551, 2.045, 0.531], [0.208, 0.023, -0.270], [0.720, 0.683, -0.230], [0.104, 0.772, 1.805], [0.643, -1.106, -1.705]]
}

- What is the formula in the third record?
  CH29O17